Molecular formula: C29H45F12N3O3SSi
Method: DFT, wB97M-V/def2-TZVPD

Bonds (Å) are listed after each position.
Cartesian coordinates (Å):
1 C -3.09 5.67 1.35  C2 1.578, H50 1.123, H51 1.121, H52 1.114
2 C -2.59 4.18 1.38  C1 1.578, O3 1.428, H53 1.113, H54 1.127
3 O -2.62 3.62 2.70  C2 1.428, C4 1.427
4 C -3.52 2.52 2.84  O3 1.427, C5 1.582, H55 1.126, H56 1.113
5 C -2.74 1.23 3.30  C4 1.582, O6 1.426, H57 1.117, H58 1.128
6 O -3.22 0.04 2.69  C5 1.426, C7 1.428
7 C -2.23 -0.99 2.62  O6 1.428, C8 1.565, H59 1.125, H60 1.117
8 C -1.73 -1.31 1.17  C7 1.565, C9 1.592, C21 1.590, H61 1.125
9 C -1.40 -2.84 0.92  C8 1.592, F10 1.413, C11 1.560, C19 1.579
10 F -2.62 -3.53 0.71  C9 1.413
11 C -0.63 -3.62 2.03  C9 1.560, C12 1.571, H62 1.112, H63 1.125
12 C -0.28 -5.06 1.51  C11 1.571, C13 1.580, H64 1.122, H65 1.113
13 C 0.95 -5.72 2.23  C12 1.580, C14 1.575, H66 1.124, H67 1.119
14 C 2.26 -4.84 2.22  C13 1.575, N15 1.488, H68 1.122, H69 1.130
15 N 2.97 -4.78 3.52  C14 1.488, C16 1.456, H70 1.025
16 C 2.12 -4.28 4.60  N15 1.456, N17 1.275, N18 1.435
17 N 1.65 -5.12 5.43  C16 1.275, H71 1.022
18 N 1.75 -2.90 4.77  C16 1.435, H72 1.020, H73 1.024
19 C -0.65 -2.64 -0.46  C9 1.579, O20 1.414, H74 1.111, H75 1.131
20 O 0.17 -1.52 -0.17  C19 1.414, C21 1.448
21 C -0.54 -0.47 0.54  C8 1.590, O20 1.448, C22 1.572, C36 1.569
22 C 0.52 -0.10 1.64  C21 1.572, C23 1.566, H76 1.118, H77 1.113
23 C 1.92 0.30 1.06  C22 1.566, C24 1.575, H78 1.117, H79 1.111
24 C 2.99 0.19 2.22  C23 1.575, F25 1.403, F26 1.387, C27 1.564
25 F 2.28 0.46 3.39  C24 1.403
26 F 3.43 -1.12 2.40  C24 1.387
27 C 4.14 1.24 2.19  C24 1.564, F28 1.371, F29 1.364, S30 1.869
28 F 3.55 2.47 2.37  C27 1.371
29 F 4.95 1.09 3.27  C27 1.364
30 S 5.19 1.34 0.65  C27 1.869, F31 1.634, F32 1.641, F33 1.615, F34 1.614, F35 1.617
31 F 6.45 0.68 1.46  S30 1.634
32 F 5.73 2.80 1.16  S30 1.641
33 F 4.05 2.09 -0.21  S30 1.615
34 F 4.78 -0.13 0.12  S30 1.614
35 F 6.17 1.48 -0.63  S30 1.617
36 C -1.14 0.70 -0.32  C21 1.569, F37 1.403, F38 1.398, C39 1.569
37 F -0.26 1.79 -0.30  C36 1.403
38 F -2.32 1.20 0.24  C36 1.398
39 C -1.47 0.33 -1.80  C36 1.569, C40 1.577, H80 1.122, H81 1.111
40 C -0.97 1.48 -2.76  C39 1.577, Si41 1.927, H82 1.122, H83 1.117
41 Si -1.40 1.16 -4.61  C40 1.927, C42 1.897, C43 1.918, C44 1.921
42 C -3.24 1.42 -4.98  Si41 1.897, H84 1.119, H85 1.123, H86 1.118
43 C -0.97 -0.65 -5.08  Si41 1.918, H87 1.121, H88 1.120, H89 1.114
44 C -0.30 2.40 -5.58  Si41 1.921, C45 1.453, C49 1.443
45 C 1.07 1.99 -5.81  C44 1.453, C46 1.439, H90 1.108
46 C 1.95 2.91 -6.49  C45 1.439, C47 1.444, H91 1.109
47 C 1.42 4.19 -6.90  C46 1.444, C48 1.434, H92 1.108
48 C 0.06 4.59 -6.69  C47 1.434, C49 1.449, H93 1.108
49 C -0.84 3.67 -6.00  C44 1.443, C48 1.449, H94 1.106
50 H -3.26 6.02 0.29  C1 1.123
51 H -2.32 6.38 1.76  C1 1.121
52 H -4.04 5.82 1.90  C1 1.114
53 H -3.08 3.56 0.60  C2 1.113
54 H -1.50 4.24 1.09  C2 1.127
55 H -4.20 2.78 3.69  C4 1.126
56 H -4.19 2.34 1.96  C4 1.113
57 H -1.66 1.44 3.13  C5 1.117
58 H -2.86 1.14 4.42  C5 1.128
59 H -2.72 -1.93 3.00  C7 1.125
60 H -1.43 -0.75 3.36  C7 1.117
61 H -2.66 -1.20 0.55  C8 1.125
62 H 0.24 -3.07 2.45  C11 1.112
63 H -1.36 -3.77 2.87  C11 1.125
64 H -1.15 -5.74 1.70  C12 1.122
65 H -0.09 -5.12 0.41  C12 1.113
66 H 1.20 -6.64 1.63  C13 1.124
67 H 0.69 -6.12 3.25  C13 1.119
68 H 2.98 -5.30 1.49  C14 1.122
69 H 2.08 -3.80 1.81  C14 1.130
70 H 3.77 -4.15 3.43  N15 1.025
71 H 1.99 -6.06 5.18  N17 1.022
72 H 0.73 -2.80 4.79  N18 1.020
73 H 2.06 -2.41 3.93  N18 1.024
74 H -0.13 -3.50 -0.93  C19 1.111
75 H -1.51 -2.47 -1.17  C19 1.131
76 H 0.61 -1.00 2.30  C22 1.118
77 H 0.13 0.78 2.21  C22 1.113
78 H 1.87 1.39 0.80  C23 1.117
79 H 2.28 -0.34 0.23  C23 1.111
80 H -2.58 0.17 -1.88  C39 1.122
81 H -1.00 -0.62 -2.16  C39 1.111
82 H 0.15 1.51 -2.74  C40 1.122
83 H -1.43 2.45 -2.45  C40 1.117
84 H -3.59 2.44 -4.69  C42 1.119
85 H -3.82 0.69 -4.35  C42 1.123
86 H -3.51 1.18 -6.04  C42 1.118
87 H -1.47 -0.94 -6.04  C43 1.121
88 H -1.38 -1.32 -4.28  C43 1.120
89 H 0.13 -0.84 -5.14  C43 1.114
90 H 1.43 1.01 -5.47  C45 1.108
91 H 3.01 2.61 -6.65  C46 1.109
92 H 2.09 4.91 -7.39  C47 1.108
93 H -0.36 5.57 -7.00  C48 1.108
94 H -1.90 3.88 -5.77  C49 1.106

The total energy comes out at -92734.6445 eV. The maximum force comes out at 0.0677 Eh/bohr. The value obtained for the molar mass is 771.8 g/mol. As for the charge: 0. Its spin multiplicity is 1.